The following is a DFT calculation (wB97M-V/def2-TZVPD) of C38H35N5O5S2Zr as an isolated structure in a non-equilibrium geometry.

The geometry in XYZ format:
```
86
Properties=species:S:1:pos:R:3
Zr -0.0333 -0.1688 -0.0968
S 2.8515 1.5774 -3.9535
S 0.4575 1.1133 -2.2967
O 1.4214 -2.7912 3.3504
O -1.5191 1.2476 -0.0094
O 0.9774 -0.9678 1.5518
O 0.2808 -1.6513 -1.3498
O -1.6032 -0.5287 1.8787
N 2.9610 -0.0675 -1.9235
N 1.8702 1.1319 1.9198
N -2.2434 -1.3268 -0.7805
N 0.9292 1.5050 0.9428
N 2.8709 -0.6884 -0.6770
C 3.2570 5.0971 -0.8582
C -0.3078 4.6774 -0.3288
C 1.8000 -0.1283 2.1854
C -3.5990 -2.8615 -2.6483
C 0.4176 -3.2087 -3.1364
C 4.0265 6.0555 -2.9245
C 0.7364 2.7641 0.8015
C 2.4456 -4.4878 -3.4482
C 2.3412 -2.7757 -1.7534
C -2.4552 3.1217 -1.1249
C -3.0259 -3.4513 -1.5301
C 4.3411 -0.3354 4.9749
C 2.1509 0.6906 -2.5440
C 1.1395 -4.1870 -3.8159
C -2.5930 -2.7883 1.8777
C 2.3618 -1.9392 3.8460
C 3.4834 6.2165 -1.6538
C -0.3419 3.3204 0.0066
C 3.3728 -2.6641 0.5733
C -1.4407 2.5288 -0.3787
C -1.3017 5.2477 -1.0921
C -2.3535 -2.6607 -0.6199
C -1.9445 -1.6741 2.6825
C -3.4821 -1.4960 -2.8208
C -2.7934 -0.7722 -1.8639
C 3.0404 -3.7747 -2.4136
C -2.3743 4.4495 -1.4987
C 4.3266 2.2723 -3.1473
C 2.8670 -1.9640 -0.6416
C 3.6169 0.1179 3.8902
C 4.0912 3.6580 -2.6104
C 4.0623 -1.5952 5.5058
C 3.5537 3.8279 -1.3366
C 1.0051 -2.5229 -2.0861
C -1.7658 -3.2248 0.6459
C 2.6140 -0.6653 3.3101
C 4.3307 4.7829 -3.3945
C 3.0842 -2.3913 4.9447
H 5.1169 0.2826 5.4097
H 4.7518 4.6586 -4.3897
H -0.7500 -2.8639 0.7455
H -1.2546 6.2916 -1.3703
H 4.6136 -1.9553 6.3678
H 3.2327 7.2051 -1.2882
H 1.3914 3.4270 1.3532
H -1.0135 -2.0080 3.1289
H -2.7565 -3.6346 2.5466
H 2.8620 -3.3791 5.3355
H -3.2972 2.5104 -1.4297
H 1.0525 -2.3833 2.5547
H 0.5388 5.2731 0.0064
H -2.4040 -0.1313 1.5188
H -3.0954 -4.5216 -1.3642
H 5.1085 2.2574 -3.9040
H 2.9993 -5.2600 -3.9698
H -2.6604 0.2950 -1.9639
H -4.1280 -3.4673 -3.3759
H 4.0703 -3.9802 -2.1333
H 4.1968 -3.3157 0.2635
H -3.9039 -0.9927 -3.6816
H 3.8060 1.0951 3.4634
H 3.7493 -1.9560 1.3072
H 2.8499 5.2192 0.1424
H -2.6062 -1.3625 3.4847
H -0.6020 -2.9641 -3.4106
H 4.2112 6.9215 -3.5508
H -1.7111 -4.3075 0.5740
H 4.5779 1.5669 -2.3580
H -3.5757 -2.4466 1.5449
H -3.1578 4.8755 -2.1173
H 3.3591 2.9516 -0.7217
H 2.6153 -3.3079 1.0264
H 0.6724 -4.7228 -4.6362
```

Output
Lowest unoccupied orbital energy in eV: -0.2536
Total charge: 0
Energy above the lowest of the compared OMol25 structures with the same formula, charge and spin in kJ/mol: 210.34
Kohn-Sham gap in eV: 7.33
Energy in eV: -80617.3314



The following is a DFT calculation (wB97M-V/def2-TZVPD) of C38H36AsFeN5S4Se as an isolated structure in a non-equilibrium geometry.

The geometry in XYZ format:
```
86
Properties=species:S:1:pos:R:3
Se 2.7598 -0.9390 2.3342
As -1.3580 -0.4411 1.0168
Fe 1.6344 -1.0808 0.0704
S 0.7100 -3.1176 0.8549
S -0.6598 -5.0986 -0.7744
S 1.1375 -3.0402 -2.0334
S 4.2621 -3.0581 -1.0289
N -0.0963 -0.3741 -0.4997
N 0.5351 -1.4763 4.3754
N 2.4140 0.8044 -0.3018
N 5.6970 -0.4495 -0.8262
N 3.5944 -1.5282 -0.6918
C 3.7039 0.8762 -0.6878
C -4.7026 -2.6847 -0.6702
C -1.4038 1.1487 -1.9832
C -3.9531 -1.5489 1.7286
C -2.2579 4.3307 1.6239
C 0.3661 -3.7885 -0.6914
C 1.4040 -1.3287 3.5536
C -1.1770 3.6376 2.1739
C 0.0803 1.6681 2.9124
C -1.0330 2.2517 2.0714
C -3.4953 -1.9791 -0.6309
C 2.3387 3.2149 -0.3565
C -2.3966 5.8136 1.7291
C -3.6283 -0.9900 3.1124
C 0.6570 0.1527 -2.7109
C -1.9257 1.4927 1.2646
C -0.3191 0.2959 -1.6951
C -5.5629 -2.8599 0.4147
C -6.8476 -3.6173 0.3239
C -3.1077 -1.3818 0.5898
C -3.1076 2.1285 0.8003
C 8.1490 -3.8142 -0.4505
C -1.4248 1.8608 -3.1742
C 5.9518 -2.8215 -0.7561
C 7.9254 -1.3943 -0.4965
C -2.7062 -1.8853 -1.9203
C 6.5419 -1.5585 -0.7225
C 4.3391 2.0666 -0.9974
C -5.1665 -2.2392 1.5993
C 0.6058 0.8445 -3.8935
C 4.3520 -0.4791 -0.7855
C 1.7627 1.9669 -0.1274
C 6.7801 -3.9552 -0.6443
C -3.2055 3.5197 0.9765
C 3.6634 3.2563 -0.8124
C -4.3000 1.4913 0.1153
C -0.4262 1.7486 -4.1393
C 8.7020 -2.5354 -0.3564
H -0.2606 0.8698 3.5992
H -4.0800 3.9995 0.5583
H -0.4576 2.3073 -5.0653
H -4.0675 0.8466 -0.7510
H -3.2178 6.0885 2.4137
H -7.0053 -4.0499 -0.6819
H -4.8836 0.8633 0.8045
H 8.7925 -4.6897 -0.3545
H 5.3698 2.0172 -1.3438
H -0.3985 4.1644 2.7248
H 4.1005 4.2172 -1.0577
H -2.6656 -1.4276 3.4881
H -4.9314 -3.1340 -1.6231
H 0.5347 2.4562 3.5306
H 6.2853 -4.9195 -0.7115
H 6.0746 0.4530 -1.1036
H -7.7190 -2.9651 0.5576
H -1.6191 -1.9912 -1.7577
H -2.8903 -0.9234 -2.4468
H -4.4146 -1.2412 3.8605
H -6.8977 -4.4419 1.0756
H 1.7627 4.0958 -0.2016
H 8.3635 -0.4032 -0.4567
H 0.9058 1.2248 2.3056
H -2.1996 1.2776 -1.2650
H 9.7598 -2.4405 -0.1851
H -3.0499 -2.6535 -2.6146
H -5.7746 -2.3152 2.4910
H 1.3927 0.6978 -4.6366
H -2.6725 6.2622 0.7657
H -4.9716 2.2911 -0.2492
H -2.2418 2.5455 -3.3543
H 1.5077 -0.5123 -2.4956
H -3.5183 0.1125 3.1152
H 0.7391 1.9455 0.2048
H -1.4574 6.2672 2.0774
```

Output
Lowest unoccupied orbital energy (spin up / spin down) in eV: 3.5738 / 4.0891
Multiplicity: 5
Total charge: -2
Kohn-Sham gap (spin up / spin down) in eV: 3.55 / 5.93
<S²>: 6.451
Energy in eV: -251355.3068



The following is a DFT calculation (wB97M-V/def2-TZVPD) of C38H36BInN6Te as an isolated structure.

The geometry in XYZ format:
```
83
Properties=species:S:1:pos:R:3
Te -1.4718 0.5165 -1.8969
In 0.6066 0.0157 -0.2026
N 3.5239 -0.3628 0.3014
N 2.5858 -0.4928 -0.6719
N 2.4514 1.5007 1.6411
N 1.3699 1.7325 0.8426
N 0.8182 -1.0961 1.5952
N 1.9946 -0.9007 2.2586
C -0.0861 3.5895 -1.1399
C -2.2180 4.7041 -1.2139
C -1.3283 -3.4622 0.9440
C -6.5250 -0.1146 -0.8184
C 0.6434 -1.2855 -5.2054
C 0.0593 -1.9312 2.3133
C -3.6653 -2.2004 1.7783
C -0.1470 3.5586 0.2532
C -1.2458 4.1120 0.9079
C 0.9831 3.0026 1.0246
C -2.5663 -3.9348 0.5244
C -2.2731 4.6875 0.1756
C -1.1241 4.1571 -1.8707
C -3.7305 -3.3076 0.9419
C 2.3463 -1.0036 -3.0138
C 4.7318 -0.6110 -0.2356
C -2.5608 -1.3236 -1.9010
C 2.5946 -0.3038 -4.1928
C 3.8925 2.7271 3.2639
C -5.0568 -1.6780 -1.9043
C 4.5557 -0.8996 -1.5851
C 1.2431 -1.8544 -2.9439
C 0.4006 -2.0005 -4.0410
C 3.1011 -1.6452 4.3658
C -5.4424 0.6875 -0.4981
C -2.9729 1.1604 -0.5096
C -4.1583 0.3049 -0.8734
C -1.2609 -2.3660 1.8021
C 3.1913 -0.8131 -1.8215
C 1.8284 3.5986 1.9537
C -3.9651 -0.8846 -1.5690
C 2.7479 2.6255 2.3151
C 1.7437 -0.4383 -5.2781
C -2.4332 -1.7351 2.2165
C -6.3330 -1.2954 -1.5271
C 1.9696 -1.6153 3.3971
C 0.7514 -2.2818 3.4647
C 5.9887 -0.5664 0.5613
B 3.0803 0.0862 1.7252
H 1.0719 -2.4605 -2.0579
H 1.7971 4.6166 2.3006
H 1.9453 0.1106 -6.1878
H -4.9072 -2.5940 -2.4622
H -3.1302 2.2204 -0.6844
H -2.3775 -0.9076 2.9144
H 3.9995 -2.0617 3.9114
H 4.0164 0.0931 2.4564
H 5.9508 -1.2766 1.3869
H 3.7903 2.0168 4.0836
H -5.5970 1.6159 0.0375
H -7.1807 -1.9098 -1.7968
H 5.3316 -1.1538 -2.2858
H -2.6176 -4.8100 -0.1105
H 6.1533 0.4281 0.9758
H -0.4192 -3.9749 0.6504
H 3.9320 3.7280 3.6859
H -7.5220 0.1895 -0.5313
H 6.8391 -0.8179 -0.0668
H 0.4209 -2.9456 4.2443
H -3.0126 5.1692 -1.7820
H -4.6931 -3.6884 0.6298
H -4.5756 -1.7189 2.1101
H -2.4679 -1.7519 -2.8958
H 3.3381 -0.6453 4.7277
H 4.8398 2.5318 2.7626
H -1.0621 4.2034 -2.9502
H 2.8360 -2.2617 5.2210
H -1.2778 4.1136 1.9904
H -0.4155 -2.7101 -3.9983
H -3.1126 5.1377 0.6892
H 0.7963 3.2151 -1.6491
H -0.0025 -1.4068 -6.0647
H -2.6281 0.9993 0.5119
H 3.4532 0.3516 -4.2624
H -2.1508 -2.0079 -1.1572
```

Output
Lowest unoccupied orbital energy in eV: -5.8786
Total charge: +2
Energy above the lowest of the compared OMol25 structures with the same formula, charge and spin in kJ/mol: 0.00
Kohn-Sham gap in eV: 8.22
Energy in eV: -62065.3034



The following is a DFT calculation (wB97M-V/def2-TZVPD) of C38H36F5N4O3Sr as an isolated structure in a non-equilibrium geometry.

The geometry in XYZ format:
```
87
Properties=species:S:1:pos:R:3
Sr -0.8221 -0.2417 0.7975
F -2.0211 -2.1724 -0.4211
F -3.0617 -3.6644 4.0330
F 0.3258 -2.3528 -5.8269
F -1.7436 -4.7351 -1.1631
F -2.8071 -6.1456 3.2052
O 0.6916 -1.4444 1.6396
O 2.8266 -1.8701 2.0582
O 0.1570 -0.7198 -1.0876
N -0.0582 2.0715 0.5706
N 4.0001 -1.7698 -1.7865
N -2.3998 -1.4319 2.0971
N -4.1472 0.8124 2.1460
C -2.7684 -0.8538 3.3648
C -2.7843 4.2524 -0.5766
C -1.9906 3.1351 -0.4113
C 4.9453 -2.6307 -4.3009
C -2.2325 -5.5066 1.0183
C -4.1262 -0.1291 3.2461
C 2.5563 -2.4756 -5.0856
C 5.7572 -1.6226 -3.4975
C 2.1975 1.4974 1.2188
C -2.1545 -3.1518 0.5316
C -2.5739 -5.1483 2.3137
C 1.2733 -1.2266 -1.2261
C 3.5226 -1.7127 -0.5210
C 3.0958 -1.8901 -2.8119
C 1.8883 -1.6021 1.3169
C 3.4934 -2.3265 -4.0895
C 1.8369 3.1618 -0.4691
C 1.2906 2.2510 0.4600
C 1.2187 -2.1961 -4.8227
C 0.7978 -1.7809 -3.5854
C -3.5921 2.1225 2.4195
C 5.4432 -1.7358 -2.0063
C -2.0392 -4.4551 0.1332
C -0.4921 4.4226 0.9523
C -4.3661 3.0250 3.3939
C 3.5580 1.6209 1.0420
C 4.0766 2.5103 0.1127
C -2.6833 -3.8405 2.7318
C 6.0583 -0.5452 -1.2664
C -2.4591 5.4515 0.0373
C -1.2997 5.5258 0.7977
C -5.3262 0.8189 1.3050
C -2.4297 -2.7228 1.8672
C 1.7369 -1.6316 -2.5619
C 3.1976 3.2810 -0.6362
C -0.8255 3.1854 0.3650
C 2.2255 -1.4999 -0.1883
C -4.9393 0.8180 -0.1743
H 1.8044 0.8197 1.9627
H -3.0856 6.3243 -0.0839
H -4.3880 2.6123 4.3991
H -4.4238 1.7396 -0.4275
H -3.6672 4.1980 -1.2027
H -1.9981 -0.1246 3.6361
H -4.2689 -0.0167 -0.3726
H -2.1515 -6.5351 0.7205
H 5.1945 -2.5794 -5.3616
H -5.9199 -0.0750 1.5143
H 5.8699 -2.6706 -1.6138
H -5.9714 1.6895 1.5011
H 5.1667 -3.6444 -3.9521
H -2.8514 -1.5789 4.1776
H 3.5855 3.9791 -1.3681
H 1.1651 3.7567 -1.0758
H -3.8716 3.9919 3.4342
H 6.0210 -0.6706 -0.1893
H -4.8803 -0.9010 3.0660
H -5.8256 0.7320 -0.8012
H 6.8262 -1.7796 -3.6472
H 0.4130 4.4921 1.5409
H -1.0255 6.4551 1.2812
H -5.3883 3.1741 3.0564
H 5.5188 0.3651 -1.5181
H 5.5078 -0.6140 -3.8341
H -3.5113 2.6481 1.4681
H 4.2294 -1.8551 0.2844
H 2.8415 -2.8246 -6.0670
H 4.2217 1.0167 1.6456
H -2.2331 2.1951 -0.8994
H 7.0995 -0.4311 -1.5597
H -4.3638 0.3471 4.2128
H 5.1460 2.6183 -0.0152
H -0.2387 -1.5774 -3.3657
H -2.5748 1.9920 2.7948
```

Output
Lowest unoccupied orbital energy in eV: 2.1180
Total charge: -1
Energy above the lowest of the compared OMol25 structures with the same formula, charge and spin in kJ/mol: 111.42
Kohn-Sham gap in eV: 6.11
Energy in eV: -66520.8000



The following is a DFT calculation (wB97M-V/def2-TZVPD) of C38H36I2N6O3TeTi as an isolated structure in a non-equilibrium geometry.

The geometry in XYZ format:
```
87
Properties=species:S:1:pos:R:3
I -4.9558 -3.5158 4.4825
I -1.4100 1.2644 3.6923
Te -2.9568 1.1760 -0.6845
Ti 0.8936 -1.2519 0.7055
O -0.8575 -0.3848 1.0294
O 1.1753 0.2479 -0.6295
O 2.5711 -2.1783 -0.3559
N 0.3928 -1.6833 -2.9336
N 0.6681 -2.6660 2.2603
N -0.3369 -2.9376 -0.1989
N 3.4949 -2.0102 -2.3939
N 3.2458 1.6710 2.7445
N 2.2861 -0.0988 1.9047
C -1.7974 -2.8197 0.0031
C -0.1274 -4.6279 4.1649
C -2.0385 6.2900 -1.5762
C -4.2191 2.5939 -1.6939
C 0.5862 -2.3951 3.6095
C 1.3710 4.3314 -0.0231
C 1.6128 -1.3437 -4.9506
C 0.9027 3.7931 -1.2257
C -3.0424 6.1197 -2.5202
C 3.7185 0.5955 3.4652
C 1.7987 3.4749 0.9659
C -3.1581 -2.9655 2.1094
C -3.6078 -2.4370 3.3135
C -2.1365 2.9354 0.2130
C 3.3799 -1.6435 -1.1114
C 1.7716 2.0820 0.8001
C -0.4940 -0.7823 -3.3445
C -3.4578 3.8938 -1.6816
C 0.2609 -4.1350 0.4145
C -2.4389 4.0601 -0.7413
C -0.1015 -4.9051 2.7896
C 2.5093 -2.8203 -3.1015
C 0.6709 -0.4219 -5.3840
C -1.7520 -1.0267 1.7720
C 0.2904 -3.9447 1.8975
C 1.4445 -1.9351 -3.7076
C -0.3942 -0.1195 -4.5583
C 0.2117 -3.3209 4.5465
C -1.7427 5.2641 -0.6902
C 2.3742 1.2218 1.8063
C -3.7509 4.9277 -2.5660
C -2.2176 -0.5216 2.9916
C 1.2498 1.5271 -0.3994
C 0.8415 2.4324 -1.4081
C -3.1406 -1.2155 3.7616
C 4.3095 -0.5649 -0.6549
C -2.2442 -2.2743 1.3369
C 3.1201 -0.4939 2.9309
H 0.1604 -3.0117 5.5840
H 1.2757 -4.2096 0.0178
H -3.5132 -3.9339 1.7756
H -0.9548 5.3875 0.0450
H 2.1465 3.9019 1.9021
H 4.5004 -0.6825 0.4079
H 0.7779 0.0612 -6.3472
H 4.1212 -1.4592 -2.9553
H -1.3077 -0.5629 -2.6640
H 1.3950 5.4030 0.1309
H 4.4153 0.7085 4.2782
H 5.2469 -0.5720 -1.2100
H 2.0599 -3.5024 -2.3856
H -3.4717 -0.8117 4.7085
H 3.0315 -3.3996 -3.8612
H -2.1643 -2.1591 -0.7875
H -0.4391 -5.3678 4.8889
H -1.4831 7.2196 -1.5342
H 3.1952 -1.5298 3.2147
H 3.4963 2.6308 2.8846
H 0.5578 4.4532 -2.0139
H -0.1364 -2.8991 -1.1925
H -2.2645 -3.7991 -0.1376
H -2.6210 3.0898 1.1768
H -3.2730 6.9144 -3.2197
H -4.4220 2.2571 -2.7103
H 3.7992 0.3875 -0.8107
H 0.7982 -1.3725 3.8955
H -0.4118 -5.8724 2.4083
H -1.1402 0.6117 -4.8388
H 2.4716 -1.5918 -5.5632
H -4.5388 4.7956 -3.3002
H -1.0709 2.8015 0.3797
H -5.1703 2.6915 -1.1672
H -0.2857 -5.0439 0.1463
H 0.4463 2.0048 -2.3222
```

Output
Lowest unoccupied orbital energy (spin up / spin down) in eV: 0.1938 / 0.1918
Multiplicity: 3
Total charge: 0
Energy above the lowest of the compared OMol25 structures with the same formula, charge and spin in kJ/mol: 19.62
Kohn-Sham gap (spin up / spin down) in eV: 4.54 / 7.35
<S²>: 2.026
Energy in eV: -101687.8078



> Which formula does entry 2 have?

C38H36AsFeN5S4Se



> What is the total charge in the third record?

+2



> Among the records above, which one has the highest energy?

C38H36BInN6Te